<A>
{"formula": "C4H12", "method": "the ωB97M-V functional and the def2-TZVPD basis", "symbols": ["C", "C", "H", "H", "H", "H", "H", "H", "C", "C", "H", "H", "H", "H", "H", "H"], "coordinates": [[-0.73445, -0.75001, -2.11273], [-1.67655, -0.44503, -0.95046], [-1.25133, -0.76196, -3.07567], [0.07431, -0.01979, -2.18321], [-0.30244, -1.74552, -2.01468], [-1.34259, 0.43341, -0.41105], [-2.70653, -0.23084, -1.24140], [-1.76308, -1.28663, -0.26709], [1.11883, -0.15559, 1.58206], [1.30365, 1.35646, 1.47436], [0.77243, -0.43140, 2.57783], [0.36972, -0.47248, 0.85183], [2.03280, -0.73642, 1.42148], [1.32349, 1.67215, 0.43050], [2.25395, 1.67231, 1.89892], [0.52779, 1.90134, 2.01930]], "nbo_charge": [-0.618, -0.620, 0.207, 0.206, 0.206, 0.206, 0.207, 0.206, -0.610, -0.609, 0.202, 0.205, 0.203, 0.201, 0.203, 0.204], "homo_energy_ev": -11.66, "total_charge": 0, "lumo_energy_ev": 1.1603, "smiles": "CC.CC"}

<B>
{"formula": "C4H12", "method": "the ωB97M-V functional and the def2-TZVPD basis", "symbols": ["C", "C", "H", "H", "H", "H", "H", "H", "C", "C", "H", "H", "H", "H", "H", "H"], "coordinates": [[-2.34823, 0.82400, 1.24540], [-1.77735, 0.23039, -0.11852], [-3.45559, 0.76227, 1.22000], [-1.96506, 0.42773, 2.15352], [-2.24806, 1.93787, 1.06286], [-1.76590, -0.83686, -0.10487], [-2.14211, 0.78025, -0.86033], [-0.67869, 0.35710, -0.31426], [2.07530, -0.97349, -1.24399], [2.04532, -0.14736, 0.12409], [1.33838, -1.79694, -1.26325], [1.80444, -0.13980, -1.96315], [3.08894, -1.36532, -1.32197], [2.79099, 0.64041, 0.07975], [2.32371, -0.79150, 1.07208], [0.91391, 0.09125, 0.23264]], "nbo_charge": [-0.612, -0.600, 0.204, 0.210, 0.203, 0.206, 0.203, 0.190, -0.614, -0.611, 0.205, 0.205, 0.205, 0.208, 0.194, 0.205], "homo_energy_ev": -10.94, "total_charge": 0, "lumo_energy_ev": 1.1083, "smiles": "CC.CC"}

<C>
{"formula": "C4H12", "method": "the ωB97M-V functional and the def2-TZVPD basis", "symbols": ["C", "C", "H", "H", "H", "H", "H", "H", "C", "C", "H", "H", "H", "H", "H", "H"], "coordinates": [[-1.53977, 0.30548, -2.24159], [-1.38611, -0.21623, -0.82182], [-2.29747, -0.17664, -2.86195], [-1.66299, 1.38467, -2.37287], [-0.66370, 0.19968, -2.91269], [-0.98047, 0.50670, -0.11539], [-0.58467, -0.94540, -0.83971], [-2.38555, -0.38101, -0.42763], [1.93054, 0.23011, 1.01673], [0.94925, -0.32943, 2.06014], [1.40519, 0.78669, 0.23141], [2.50702, 1.04512, 1.47869], [2.68375, -0.38993, 0.53985], [0.81030, 0.31943, 2.91667], [1.44916, -1.19562, 2.52205], [0.11709, -0.83117, 1.57675]], "nbo_charge": [-0.623, -0.634, 0.206, 0.206, 0.202, 0.207, 0.217, 0.218, -0.620, -0.628, 0.200, 0.203, 0.211, 0.218, 0.204, 0.213], "homo_energy_ev": -11.48, "total_charge": 0, "lumo_energy_ev": 1.1558, "smiles": "CC.CC"}

<D>
{"formula": "C4H12", "method": "the ωB97M-V functional and the def2-TZVPD basis", "symbols": ["C", "C", "H", "H", "H", "H", "H", "H", "C", "C", "H", "H", "H", "H", "H", "H"], "coordinates": [[-1.32363, -1.87596, -1.40015], [0.00467, -1.63704, -0.66972], [-1.57778, -2.91556, -1.56879], [-2.14992, -1.38297, -0.88369], [-1.22871, -1.43206, -2.39970], [0.08759, -2.26588, 0.22835], [0.89334, -1.86100, -1.24713], [-0.09940, -0.67098, -0.18722], [0.60719, 2.17488, 0.39551], [0.70541, 1.34030, 1.67554], [-0.00640, 1.66848, -0.35314], [0.14148, 3.14199, 0.54742], [1.59298, 2.24910, -0.05762], [1.49296, 1.75593, 2.30023], [1.09880, 0.36127, 1.41251], [-0.23860, 1.34950, 2.20760]], "nbo_charge": [-0.606, -0.618, 0.202, 0.203, 0.200, 0.198, 0.210, 0.209, -0.603, -0.609, 0.197, 0.203, 0.202, 0.201, 0.205, 0.205], "homo_energy_ev": -11.53, "total_charge": 0, "lumo_energy_ev": 1.1510, "smiles": "CC.CC"}

Which of them is least stable? Easy: <B>.

<A>
{"formula": "C4H12", "method": "the ωB97M-V functional and the def2-TZVPD basis", "symbols": ["C", "C", "H", "H", "H", "H", "H", "H", "C", "C", "H", "H", "H", "H", "H", "H"], "coordinates": [[-1.25943, -1.04107, -2.15441], [-0.42599, -1.96119, -1.21720], [-1.08460, -1.27299, -3.15435], [-2.40069, -1.14171, -2.22780], [-1.03272, 0.01458, -2.00503], [-0.18321, -1.26747, -0.38616], [0.49652, -2.44691, -1.81371], [-0.83641, -2.89464, -0.74722], [0.20251, 1.12679, 2.08375], [1.40299, 1.87398, 1.39503], [-0.07753, 0.31784, 1.31908], [0.48010, 0.76220, 2.99745], [-0.68644, 1.64408, 2.19209], [2.45913, 1.85265, 1.87164], [1.14306, 2.90352, 1.39243], [1.80271, 1.53034, 0.45441]], "nbo_charge": [-0.624, -0.628, 0.205, 0.208, 0.207, 0.209, 0.208, 0.215, -0.601, -0.630, 0.197, 0.207, 0.206, 0.204, 0.206, 0.212], "homo_energy_ev": -11.30, "total_charge": 0, "lumo_energy_ev": 1.1045, "smiles": "CC.CC"}

<B>
{"formula": "C4H12", "method": "the ωB97M-V functional and the def2-TZVPD basis", "symbols": ["C", "C", "H", "H", "H", "H", "H", "H", "C", "C", "H", "H", "H", "H", "H", "H"], "coordinates": [[-1.86175, -2.11501, 0.41175], [-0.94855, -1.60232, 1.54010], [-2.56333, -2.85125, 0.83101], [-2.53437, -1.35188, 0.02903], [-1.26645, -2.66650, -0.31034], [-0.74299, -0.53544, 1.38748], [0.02604, -2.06557, 1.39990], [-1.37137, -1.75800, 2.52818], [0.92430, 1.86771, -1.56848], [1.89498, 1.87862, -0.37283], [1.44508, 2.07743, -2.50228], [0.38930, 0.91895, -1.65078], [0.17763, 2.65496, -1.47292], [1.94734, 2.84216, 0.12212], [2.88492, 1.58358, -0.73056], [1.59925, 1.12254, 0.35861]], "nbo_charge": [-0.615, -0.612, 0.201, 0.207, 0.207, 0.201, 0.204, 0.207, -0.610, -0.610, 0.203, 0.205, 0.202, 0.206, 0.203, 0.203], "homo_energy_ev": -11.71, "total_charge": 0, "lumo_energy_ev": 1.0974, "smiles": "CC.CC"}

<C>
{"formula": "C4H12", "method": "the ωB97M-V functional and the def2-TZVPD basis", "symbols": ["C", "C", "H", "H", "H", "H", "H", "H", "C", "C", "H", "H", "H", "H", "H", "H"], "coordinates": [[-2.30753, -1.54328, 1.07840], [-1.64294, -0.90162, -0.11865], [-1.62698, -2.10341, 1.72114], [-2.65716, -0.74637, 1.74271], [-3.17108, -2.16292, 0.85920], [-2.15298, -0.02393, -0.49699], [-0.57722, -0.72510, 0.03589], [-1.56058, -1.60175, -0.96333], [1.87092, 0.63874, -0.01794], [1.99559, 1.80243, -0.98969], [0.86962, 0.54903, 0.38925], [2.17133, -0.32577, -0.43515], [2.48066, 0.73258, 0.88074], [1.38135, 2.63887, -0.67896], [3.04388, 2.13084, -0.94724], [1.88312, 1.64167, -2.05938]], "nbo_charge": [-0.612, -0.617, 0.205, 0.200, 0.206, 0.206, 0.209, 0.201, -0.612, -0.617, 0.202, 0.205, 0.205, 0.206, 0.202, 0.211], "homo_energy_ev": -11.31, "total_charge": 0, "lumo_energy_ev": 1.1489, "smiles": "CC.CC"}

<D>
{"formula": "C4H12", "method": "the ωB97M-V functional and the def2-TZVPD basis", "symbols": ["C", "C", "H", "H", "H", "H", "H", "H", "C", "C", "H", "H", "H", "H", "H", "H"], "coordinates": [[1.23786, 0.39539, -1.28257], [1.19833, 1.86778, -1.66492], [0.46008, -0.24332, -1.55736], [1.90435, -0.38271, -1.75690], [1.33622, 0.46931, -0.08154], [0.73780, 2.08430, -2.66005], [0.59153, 2.47020, -0.97042], [2.19218, 2.21653, -1.60408], [-0.74978, -1.55828, 0.97726], [-1.64867, -0.74592, 1.89197], [-0.85999, -2.59424, 1.03951], [-1.29851, -1.34181, 0.07524], [0.26473, -1.31612, 1.08012], [-1.67707, -0.66006, 3.03434], [-2.69171, -0.82517, 1.68126], [-0.99733, 0.16413, 1.79814]], "nbo_charge": [-0.625, -0.613, 0.210, 0.217, 0.195, 0.202, 0.206, 0.207, -0.602, -0.640, 0.192, 0.214, 0.207, 0.202, 0.211, 0.216], "homo_energy_ev": -10.53, "total_charge": 0, "lumo_energy_ev": 1.0589, "smiles": "CC.CC"}

Which of them is least stable? Easy: <D>.

<A>
{"formula": "C4H12", "method": "the ωB97M-V functional and the def2-TZVPD basis", "symbols": ["C", "C", "H", "H", "H", "H", "H", "H", "C", "C", "H", "H", "H", "H", "H", "H"], "coordinates": [[-1.16245, -2.49168, -0.79403], [-1.81312, -1.15759, -0.40248], [-0.07529, -2.35027, -0.72268], [-1.40793, -3.21657, -0.02087], [-1.29627, -2.70113, -1.85097], [-2.90261, -1.20515, -0.48355], [-1.52161, -0.43306, -1.16754], [-1.60176, -0.88391, 0.62650], [1.56045, 2.35833, 0.14589], [1.35327, 1.15817, 1.05659], [1.05401, 2.30957, -0.82384], [1.00285, 3.23419, 0.53259], [2.57224, 2.72559, 0.03080], [0.37970, 0.71157, 0.96127], [1.67247, 1.46959, 2.05619], [2.18605, 0.47235, 0.85610]], "nbo_charge": [-0.610, -0.604, 0.198, 0.207, 0.209, 0.198, 0.201, 0.203, -0.612, -0.617, 0.204, 0.195, 0.207, 0.214, 0.206, 0.203], "homo_energy_ev": -11.24, "total_charge": 0, "lumo_energy_ev": 1.1213, "smiles": "CC.CC"}

<B>
{"formula": "C4H12", "method": "the ωB97M-V functional and the def2-TZVPD basis", "symbols": ["C", "C", "H", "H", "H", "H", "H", "H", "C", "C", "H", "H", "H", "H", "H", "H"], "coordinates": [[0.56544, -2.02890, -0.76395], [0.02329, -1.38319, -2.04741], [0.42611, -3.10788, -0.81386], [1.63661, -1.90351, -0.68124], [0.08151, -1.68431, 0.14177], [-0.72587, -1.99759, -2.55111], [-0.41609, -0.39575, -1.85790], [0.83942, -1.16171, -2.73361], [-0.70644, 1.08280, 1.21171], [0.13302, 2.31048, 1.58161], [-0.56126, 0.83632, 0.15808], [-0.33967, 0.22270, 1.77033], [-1.77017, 1.25312, 1.34387], [1.18337, 2.07641, 1.35358], [0.08225, 2.47651, 2.66243], [-0.14674, 3.16889, 0.97145]], "nbo_charge": [-0.614, -0.612, 0.203, 0.204, 0.206, 0.206, 0.201, 0.205, -0.602, -0.604, 0.197, 0.200, 0.202, 0.199, 0.203, 0.204], "homo_energy_ev": -11.80, "total_charge": 0, "lumo_energy_ev": 1.1569, "smiles": "CC.CC"}

<C>
{"formula": "C4H12", "method": "the ωB97M-V functional and the def2-TZVPD basis", "symbols": ["C", "C", "H", "H", "H", "H", "H", "H", "C", "C", "H", "H", "H", "H", "H", "H"], "coordinates": [[-1.25919, 0.42139, 1.73741], [-1.67379, 1.13675, 0.43756], [-0.66957, -0.49080, 1.66701], [-0.48128, 1.08430, 2.16297], [-2.09350, 0.39045, 2.41453], [-0.98218, 1.79428, -0.05957], [-2.56117, 1.73231, 0.65975], [-2.07842, 0.42015, -0.29108], [0.95095, -0.32302, -1.38312], [2.01829, -1.20696, -0.68851], [0.00734, -0.64357, -0.93683], [1.11611, 0.73663, -1.19184], [0.78695, -0.40263, -2.46439], [2.26738, -1.91121, -1.54720], [1.60717, -1.85893, 0.07226], [3.04492, -0.87912, -0.58897]], "nbo_charge": [-0.620, -0.613, 0.207, 0.203, 0.211, 0.209, 0.203, 0.199, -0.614, -0.638, 0.208, 0.202, 0.206, 0.205, 0.213, 0.219], "homo_energy_ev": -11.02, "total_charge": 0, "lumo_energy_ev": 1.1710, "smiles": "CC.CC"}

<D>
{"formula": "C4H12", "method": "the ωB97M-V functional and the def2-TZVPD basis", "symbols": ["C", "C", "H", "H", "H", "H", "H", "H", "C", "C", "H", "H", "H", "H", "H", "H"], "coordinates": [[-0.38717, 0.76312, 2.46261], [-0.40435, -0.74602, 2.16975], [0.49722, 1.27126, 2.09582], [-1.34098, 1.16774, 2.12597], [-0.42608, 0.88922, 3.53102], [-1.28020, -1.26772, 2.53647], [0.50856, -1.14732, 2.62152], [-0.30987, -0.93965, 1.09986], [0.90948, 0.10657, -1.74626], [-0.13087, -0.10964, -2.86790], [0.88910, 1.14747, -1.45091], [0.71191, -0.47228, -0.85616], [1.91696, -0.17235, -2.05379], [-1.07226, -0.31428, -2.34676], [-0.26836, 0.78395, -3.43116], [0.07791, -0.98134, -3.47793]], "nbo_charge": [-0.605, -0.601, 0.207, 0.201, 0.199, 0.205, 0.198, 0.196, -0.605, -0.607, 0.202, 0.199, 0.201, 0.201, 0.205, 0.204], "homo_energy_ev": -11.64, "total_charge": 0, "lumo_energy_ev": 1.1382, "smiles": "CC.CC"}

Which of them is least stable? Easy: <C>.

<A>
{"formula": "C6H8N", "method": "the ωB97M-V functional and the def2-TZVPD basis", "symbols": ["C", "C", "C", "C", "C", "C", "N", "H", "H", "H", "H", "H", "H", "H", "H"], "coordinates": [[1.97497, -0.16381, -0.09531], [2.86794, -0.34793, -0.94099], [-1.70738, 0.40920, -0.33217], [0.53763, -0.48676, 0.00925], [-0.25716, 0.88551, -0.13859], [-0.22153, 0.11174, 1.17855], [-1.63252, -0.39436, 0.97988], [2.37614, 0.59635, 0.54425], [3.81897, -0.26395, -1.34111], [-2.53456, 1.10164, -0.19582], [-1.66597, -0.29856, -1.13954], [0.31321, -1.47156, -0.37181], [0.18259, 1.65932, -0.75873], [-2.15004, -0.02281, 1.79455], [-1.90230, -1.31402, 0.80760]], "nbo_charge": [-0.372, -0.016, -0.197, -0.277, -0.219, 0.252, -0.558, 0.241, 0.221, 0.250, 0.241, 0.249, 0.297, 0.453, 0.434], "homo_energy_ev": [-13.52, -11.63], "total_charge": 1, "lumo_energy_ev": [-3.4354, -6.1403]}

<B>
{"formula": "C6H8N", "method": "the ωB97M-V functional and the def2-TZVPD basis", "symbols": ["C", "C", "C", "C", "C", "C", "N", "H", "H", "H", "H", "H", "H", "H", "H"], "coordinates": [[-0.18689, -2.17227, -0.40784], [0.55021, -1.11555, 0.13793], [-2.08987, -0.15577, 0.20772], [-0.81302, -0.96530, -0.04964], [2.13145, 0.61121, -0.55402], [1.73869, -0.40059, 0.54301], [-3.00414, 0.85580, -0.15458], [-2.45911, -0.62480, 1.12762], [3.04610, 1.11153, -0.24908], [1.35478, 1.35930, -0.69669], [2.31701, 0.10951, -1.50030], [1.55388, 0.13644, 1.47748], [2.55507, -1.11233, 0.70034], [-2.87037, 1.39460, -1.00176], [-3.82379, 0.96823, 0.41981]], "nbo_charge": [0.072, 0.160, 0.266, -0.127, -0.580, -0.486, -0.636, 0.236, 0.246, 0.208, 0.229, 0.258, 0.263, 0.441, 0.449], "homo_energy_ev": [-13.52, -13.52], "total_charge": 1, "lumo_energy_ev": [-5.9569, -5.9562], "smiles": "CCC1=C=C1C=[NH2+]"}

Which of them is least stable? Easy: <A>.

<A>
{"formula": "C3H4N2O2S", "method": "the ωB97M-V functional and the def2-TZVPD basis", "symbols": ["C", "C", "C", "H", "H", "H", "H", "N", "N", "O", "O", "S"], "coordinates": [[-0.94636, -0.90950, -0.67960], [1.34665, 0.01546, -0.08635], [0.75678, 1.39589, -0.02790], [-1.99762, 0.41894, 1.77497], [-1.33121, -1.40245, -1.60257], [0.86917, -1.87068, -0.72844], [0.90369, 1.89087, 1.00463], [-1.79578, -0.40388, 0.14369], [0.43154, -0.95645, -0.53255], [-1.18157, 0.16625, 1.27673], [0.06122, 1.91227, -0.86077], [2.88349, -0.25671, 0.31817]], "nbo_charge": [0.189, -0.021, 0.380, 0.495, 0.208, 0.422, 0.140, -0.134, -0.620, -0.579, -0.490, 0.010], "homo_energy_ev": -9.26, "total_charge": 0, "lumo_energy_ev": -0.6843, "smiles": "O=CC(=S)N/C=N\\O"}

<B>
{"formula": "C3H4N2O2S", "method": "the ωB97M-V functional and the def2-TZVPD basis", "symbols": ["C", "C", "C", "H", "H", "H", "H", "N", "N", "O", "O", "S"], "coordinates": [[1.92975, -0.09926, 0.73732], [-0.48426, -0.39535, -0.58833], [-1.49305, 0.49107, -0.31241], [1.46152, 0.55286, 1.43061], [2.88971, 0.22802, 0.53922], [2.16794, -1.21637, 1.16861], [-0.46336, 1.86884, -1.19377], [-2.35078, -1.32128, -0.16124], [-2.58629, -0.15764, 0.08147], [-0.98179, -1.56298, -0.42035], [-1.35762, 1.88882, -0.32374], [1.26820, -0.27674, -0.95740]], "nbo_charge": [-0.724, 0.034, 0.297, 0.238, 0.221, 0.225, 0.485, 0.096, -0.189, -0.280, -0.645, 0.243], "homo_energy_ev": -9.33, "total_charge": 0, "lumo_energy_ev": 0.1179}

<C>
{"formula": "C3H4N2O2S", "method": "the ωB97M-V functional and the def2-TZVPD basis", "symbols": ["C", "C", "C", "N", "N", "O", "O", "S", "H", "H", "H", "H"], "coordinates": [[-0.04967, 1.11351, -0.73450], [-0.50705, -0.38879, -0.74916], [-0.11497, -0.83022, 0.59156], [-0.84361, 1.91686, -0.21991], [1.21066, -1.10779, 0.83257], [1.58121, -1.45590, 1.95753], [1.98278, -1.06051, -0.14263], [-1.97860, 2.81193, 0.28243], [0.94561, 1.43852, -1.03231], [-1.57883, -0.62234, -0.88157], [0.05150, -1.01083, -1.51331], [-0.69903, -0.80445, 1.60928]], "nbo_charge": [0.073, -0.539, 0.089, -0.514, 0.408, -0.377, -0.435, 0.301, 0.227, 0.252, 0.277, 0.240], "homo_energy_ev": [-8.45, -9.01], "total_charge": 0, "lumo_energy_ev": [-2.2092, -1.0920]}

Which of them is least stable? Easy: <C>.